Formula: C4H8O2
Source: the OMol25 dataset
Level of theory: ωB97M-V/def2-TZVPD

Last column: Löwdin charge in e.
CARTESIAN COORDINATES (ANGSTROEM)
1 C 0.38379 -1.72769 0.46299  0.00
2 C -0.24238 -0.39617 0.75397  -0.42
3 O -0.45665 -0.02462 1.88889  0.07
4 C -0.51961 0.56331 -0.40739  -0.38
5 C 0.41167 1.73081 -0.11931  -0.03
6 O -0.28422 0.01515 -1.68867  -0.03
7 H 0.85933 -2.08836 1.37685  0.09
8 H 1.10057 -1.66418 -0.35914  0.09
9 H -0.40058 -2.43296 0.16559  0.09
10 H -1.55494 0.91899 -0.31484  0.16
11 H 0.30484 1.88745 0.95869  0.08
12 H 0.13928 2.63717 -0.65920  0.08
13 H 1.44287 1.46016 -0.36892  0.10
14 H -1.01713 -0.57571 -1.90728  0.10

Output
structure (SMILES) = CC(=O)[C@@H](C)O
relative energy (zero: lowest compared OMol25 entry of this formula, charge and spin) = 0.927 eV
Kohn-Sham gap = 10.1879 eV